i.
DFT (ωB97M-V/def2-TZVPD) results for C3H9N3O2 as an isolated structure.

As for the frontier orbital gap (spin up / spin down): 8.597 / 8.669 eV. The lowest unoccupied orbital energy (spin up / spin down) comes out at 0.0037 / 0.0043 Ha.

CARTESIAN COORDINATES (ANGSTROEM)
C (-1.30, -0.28, -1.75)
C (1.06, -0.97, -0.96)
C (-0.13, -0.06, -0.73)
N (-0.58, -0.15, 0.61)
N (0.34, 0.64, 2.76)
N (0.59, 0.88, 1.49)
O (0.98, 1.18, 3.70)
O (1.37, 1.67, 1.02)
H (-1.34, 0.46, -2.46)
H (-1.23, -1.31, -2.05)
H (-2.23, -0.18, -1.25)
H (1.84, -0.39, -1.53)
H (0.98, -1.87, -1.52)
H (1.61, -1.47, -0.07)
H (0.18, 1.03, -0.88)
H (-1.49, 0.45, 0.66)
H (-0.66, 0.37, 2.96)

ii.
DFT (ωB97M-V/def2-TZVPD) results for a 2-piece molecular cluster, C3H9N3O2 overall.

As for the frontier orbital gap: 9.319 eV. The lowest unoccupied orbital energy comes out at -0.0020 Ha.

CARTESIAN COORDINATES (ANGSTROEM)
C (-1.69, 1.14, -0.71)
C (-0.94, 0.22, 0.21)
N (0.33, -1.91, 0.06)
O (-0.05, -0.74, -0.69)
N (-1.40, -0.31, 1.28)
H (-0.32, -1.88, 0.87)
H (0.01, -2.68, -0.54)
H (-2.40, -0.14, 1.41)
H (-2.66, 0.71, -0.94)
H (-1.83, 2.10, -0.20)
H (-1.13, 1.33, -1.62)
N (2.41, -0.08, 0.57)
C (1.72, 0.83, -0.14)
O (2.10, 1.58, -0.99)
H (1.91, -0.96, 0.75)
H (3.39, -0.19, 0.32)
H (0.56, 0.98, 0.34)

Which structure loses on stability? i does.

i.
DFT (ωB97M-V/def2-TZVPD) results for one molecule with the formula C3H9N3O2.

As for the frontier orbital gap: 10.490 eV. The lowest unoccupied orbital energy comes out at 0.0259 Ha.

CARTESIAN COORDINATES (ANGSTROEM)
C (-0.17, -1.17, -0.97)
C (1.17, -1.85, -0.72)
N (-0.45, -0.23, 0.09)
N (-0.69, 1.65, 1.28)
C (-0.48, 1.11, -0.04)
N (0.04, 2.83, 1.57)
O (-1.22, -2.09, -1.09)
O (-0.14, 1.76, -1.01)
H (-1.20, -2.69, -0.34)
H (-0.64, -0.47, 1.09)
H (-1.67, 1.82, 1.48)
H (-0.15, -0.59, -1.90)
H (0.08, 3.43, 0.74)
H (1.00, 2.55, 1.78)
H (1.97, -1.12, -0.71)
H (1.16, -2.37, 0.24)
H (1.37, -2.58, -1.51)

ii.
DFT (ωB97M-V/def2-TZVPD) results for a 2-piece molecular cluster, C3H9N3O2 overall.

As for the frontier orbital gap: 9.194 eV. The lowest unoccupied orbital energy comes out at 0.0276 Ha.

CARTESIAN COORDINATES (ANGSTROEM)
C (1.33, -0.50, -0.12)
C (1.21, -0.97, -1.53)
N (-0.74, -0.67, 0.77)
N (1.19, 0.78, 0.16)
C (-0.91, 0.72, 1.32)
N (-1.57, 1.57, 0.43)
O (-1.59, -1.00, -0.31)
O (-0.96, 0.85, 2.52)
H (-1.36, -0.26, -0.92)
H (-0.84, -1.36, 1.51)
H (1.71, 1.06, 0.98)
H (2.07, -1.10, 0.44)
H (-1.07, 1.76, -0.43)
H (-2.03, 2.34, 0.90)
H (0.42, -0.44, -2.06)
H (2.13, -0.76, -2.08)
H (0.99, -2.04, -1.58)

iii.
DFT (ωB97M-V/def2-TZVPD) results for one molecule with the formula C3H9N3O2.

As for the frontier orbital gap: 7.519 eV. The lowest unoccupied orbital energy comes out at -0.0132 Ha.

CARTESIAN COORDINATES (ANGSTROEM)
C (0.19, 0.18, -1.17)
C (0.98, -0.28, 0.86)
C (-0.35, 0.47, 0.20)
N (-2.76, 0.13, 0.65)
N (0.07, -0.97, -1.82)
N (2.28, 0.27, 0.52)
O (-1.59, -0.52, 0.23)
O (-0.58, 1.67, 0.50)
H (0.45, 1.06, -1.76)
H (-2.50, 0.67, 1.48)
H (-3.02, 0.83, -0.04)
H (-0.21, -1.78, -1.29)
H (-0.10, -0.98, -2.82)
H (2.41, 1.15, 1.02)
H (3.03, -0.37, 0.78)
H (0.76, -0.14, 1.93)
H (0.93, -1.37, 0.73)

Which structure loses on stability? iii does.

i.
DFT (ωB97M-V/def2-TZVPD) results for one molecule with the formula C4H6N2O2.

As for the frontier orbital gap: 9.561 eV. The lowest unoccupied orbital energy comes out at 0.0076 Ha.

CARTESIAN COORDINATES (ANGSTROEM)
C (-1.07, 0.78, -0.31)
C (-0.38, -0.49, 0.13)
C (0.82, -0.85, -0.86)
C (2.15, -0.72, 1.23)
H (-3.98, 1.68, -1.04)
H (-0.27, 1.31, -0.99)
H (-0.72, -1.59, 0.59)
H (0.90, -2.02, -0.69)
H (0.90, -0.22, -1.76)
H (2.33, -0.68, 2.42)
N (-2.52, 0.90, -0.27)
N (1.07, -0.33, 0.45)
O (-2.92, 2.09, -0.70)
O (3.16, -1.43, 0.58)

ii.
DFT (ωB97M-V/def2-TZVPD) results for one molecule with the formula C4H6N2O2.

As for the frontier orbital gap: 9.156 eV. The lowest unoccupied orbital energy comes out at 0.0354 Ha.

CARTESIAN COORDINATES (ANGSTROEM)
C (2.08, 0.34, 0.12)
C (0.85, 0.97, -0.16)
C (-0.41, 0.33, -0.16)
C (-2.63, 0.00, 0.10)
H (3.16, -1.43, -0.16)
H (1.33, -1.47, -0.19)
H (2.96, 1.20, 0.37)
H (0.99, 2.19, 0.26)
H (-3.24, 0.07, 1.22)
H (-3.26, -0.11, -0.84)
N (2.34, -1.00, -0.11)
N (-0.60, -0.83, -0.22)
O (-1.91, -1.31, 0.02)
O (-1.65, 1.06, -0.26)

iii.
DFT (ωB97M-V/def2-TZVPD) results for one molecule with the formula C4H6N2O2.

As for the frontier orbital gap: 10.575 eV. The lowest unoccupied orbital energy comes out at 0.0151 Ha.

CARTESIAN COORDINATES (ANGSTROEM)
C (0.31, -1.03, -1.10)
C (-0.72, 1.20, -0.06)
C (0.28, 0.10, -0.01)
O (-0.81, -1.86, -0.84)
O (1.69, 1.28, 1.30)
N (1.41, 0.12, 0.60)
C (-1.23, -1.63, 0.41)
N (-1.83, -1.71, 1.39)
H (2.60, 1.15, 1.60)
H (1.23, -1.62, -1.04)
H (0.16, -0.57, -2.06)
H (-0.44, 2.12, -0.58)
H (-1.65, 0.89, -0.54)
H (-1.00, 1.57, 0.93)

Which structure loses on stability? i does.

i.
DFT (ωB97M-V/def2-TZVPD) results for one molecule with the formula C4H6N2O2.

As for the frontier orbital gap: 7.908 eV. The lowest unoccupied orbital energy comes out at 0.0227 Ha.

CARTESIAN COORDINATES (ANGSTROEM)
C (-1.33, 0.10, -0.06)
C (-0.43, 1.12, -0.01)
C (0.90, 0.64, -0.18)
C (0.81, -0.71, -0.11)
H (-2.86, -1.05, -0.04)
H (-3.43, 0.49, 0.56)
H (-0.57, 2.16, 0.26)
H (1.60, 2.26, -0.68)
H (2.37, -1.73, 0.82)
H (2.46, -1.89, -0.67)
N (-2.63, -0.03, -0.02)
N (1.74, -1.68, 0.08)
O (1.98, 1.45, 0.12)
O (-0.62, -1.12, -0.09)

ii.
DFT (ωB97M-V/def2-TZVPD) results for one molecule with the formula C4H6N2O2.

As for the frontier orbital gap: 10.528 eV. The lowest unoccupied orbital energy comes out at 0.0249 Ha.

CARTESIAN COORDINATES (ANGSTROEM)
C (-1.97, -0.48, 0.11)
C (-0.60, -0.22, -0.63)
C (0.24, 1.06, -0.62)
C (1.84, -0.68, -0.02)
H (-2.85, 0.45, 1.67)
H (-0.65, -0.81, -1.59)
H (-0.06, 2.05, -0.16)
H (0.92, 1.38, -1.42)
H (2.01, -1.06, -0.99)
H (2.66, -0.22, 1.69)
N (0.47, -0.15, 0.17)
N (2.85, -0.67, 0.79)
O (-2.01, 0.61, 1.04)
O (-2.85, -1.25, -0.05)

iii.
DFT (ωB97M-V/def2-TZVPD) results for one molecule with the formula C4H6N2O2.

As for the frontier orbital gap: 11.164 eV. The lowest unoccupied orbital energy comes out at 0.0176 Ha.

CARTESIAN COORDINATES (ANGSTROEM)
C (-2.77, 0.93, 0.00)
C (-0.73, -0.49, -0.21)
C (1.52, 0.21, -0.31)
C (-2.16, -0.37, 0.43)
N (-3.10, 2.02, -0.17)
N (0.25, 0.22, 0.31)
O (-0.67, -1.42, -1.05)
O (-2.93, -1.47, -0.07)
H (1.36, -0.27, -1.33)
H (2.11, 1.20, -0.46)
H (2.31, -0.49, 0.19)
H (-2.18, -0.40, 1.48)
H (0.03, 0.86, 1.03)
H (-2.70, -1.52, -1.05)

iv.
DFT (ωB97M-V/def2-TZVPD) results for one molecule with the formula C4H6N2O2.

As for the frontier orbital gap: 10.158 eV. The lowest unoccupied orbital energy comes out at 0.0140 Ha.

CARTESIAN COORDINATES (ANGSTROEM)
C (-0.03, 0.93, -0.73)
C (-0.58, 0.76, 0.74)
C (0.97, -1.52, 0.44)
C (0.42, -0.21, 0.16)
N (1.64, -0.28, 0.85)
N (2.93, 0.15, -0.06)
O (3.59, -0.78, -0.57)
O (2.98, 1.32, -0.11)
H (-0.72, 0.84, -1.51)
H (0.69, 1.76, -0.96)
H (-0.25, 1.43, 1.48)
H (-1.56, 0.48, 0.79)
H (0.52, -2.24, 1.09)
H (1.34, -2.03, -0.31)

Which structure loses on stability? iv does.

i.
DFT (ωB97M-V/def2-TZVPD) results for C4H6N2O2 as an isolated structure.

As for the frontier orbital gap (spin up / spin down): 8.432 / 8.431 eV. The lowest unoccupied orbital energy (spin up / spin down) comes out at -0.0108 / -0.0109 Ha.

CARTESIAN COORDINATES (ANGSTROEM)
C (1.80, 0.51, -0.22)
N (-1.04, -0.35, -1.20)
N (-1.15, -0.92, 1.07)
C (-0.92, 0.20, 0.13)
C (0.58, -0.15, 0.28)
C (0.20, -1.22, 1.01)
O (-1.44, 0.51, -2.01)
O (-1.48, 1.40, 0.29)
H (-1.73, 1.65, -0.68)
H (-1.87, -1.62, 0.89)
H (0.69, -2.04, 1.50)
H (1.78, 0.59, -1.31)
H (2.68, -0.07, 0.07)
H (1.89, 1.52, 0.19)

ii.
DFT (ωB97M-V/def2-TZVPD) results for one molecule with the formula C4H6N2O2.

As for the frontier orbital gap: 10.331 eV. The lowest unoccupied orbital energy comes out at 0.0249 Ha.

CARTESIAN COORDINATES (ANGSTROEM)
C (0.91, -0.91, 0.09)
C (1.33, 0.53, -0.15)
C (-0.78, 1.69, -0.04)
C (-1.48, -1.10, 0.24)
H (1.01, -1.20, 1.20)
H (1.73, -1.40, -0.49)
H (2.33, 0.48, 0.17)
H (1.44, 0.70, -1.11)
H (-0.56, 2.57, -0.67)
H (-1.70, -2.03, 0.83)
N (-1.84, 0.99, -0.46)
N (-2.39, -0.18, 0.24)
O (0.27, 1.29, 0.61)
O (-0.29, -1.43, -0.44)

iii.
DFT (ωB97M-V/def2-TZVPD) results for one molecule with the formula C4H6N2O2.

As for the frontier orbital gap: 9.517 eV. The lowest unoccupied orbital energy comes out at -0.0031 Ha.

CARTESIAN COORDINATES (ANGSTROEM)
C (-0.71, 0.45, -0.55)
C (-0.82, -1.08, -0.51)
C (-0.04, 0.95, 0.70)
N (0.28, -1.72, -0.97)
C (1.60, 1.20, 0.54)
N (-0.51, 0.99, 1.87)
O (-1.75, -1.63, 0.02)
O (2.22, 0.70, -0.34)
H (1.13, -1.22, -1.17)
H (0.29, -2.73, -0.95)
H (-1.45, 0.62, 1.97)
H (-0.14, 0.76, -1.43)
H (-1.72, 0.86, -0.61)
H (1.62, 1.84, 1.43)

Which structure loses on stability? ii does.

i.
DFT (ωB97M-V/def2-TZVPD) results for C4H6N2O2 as an isolated structure.

As for the frontier orbital gap (spin up / spin down): 7.328 / 7.705 eV. The lowest unoccupied orbital energy (spin up / spin down) comes out at -0.0468 / -0.0451 Ha.

CARTESIAN COORDINATES (ANGSTROEM)
C (-1.05, -0.78, -0.92)
C (-0.42, -0.58, 0.41)
O (-1.25, -0.60, 1.44)
O (0.79, -1.22, 0.65)
H (-0.84, -1.05, 2.20)
H (-1.93, -0.14, -1.02)
H (-0.35, -0.54, -1.72)
H (-1.35, -1.83, -0.98)
C (0.59, 1.12, 0.23)
N (0.27, 1.77, -0.82)
C (1.70, -0.29, 0.17)
N (2.84, -0.24, -0.17)
H (0.26, 2.78, -0.67)
H (0.73, 1.59, 1.21)

ii.
DFT (ωB97M-V/def2-TZVPD) results for C4H6N2O2 as an isolated structure.

As for the frontier orbital gap: 5.455 eV. The lowest unoccupied orbital energy comes out at -0.0850 Ha.

CARTESIAN COORDINATES (ANGSTROEM)
C (1.14, -0.36, -0.81)
C (0.59, 0.84, -0.59)
C (-0.56, 0.82, 0.18)
C (-0.64, -0.36, 0.64)
H (3.10, -0.67, -0.15)
H (3.11, 0.34, -1.77)
H (1.23, 1.63, -1.13)
H (-2.20, 1.13, 0.83)
H (-1.22, -2.00, 1.82)
H (0.10, -2.17, -0.39)
N (2.47, -0.74, -1.24)
N (0.34, -1.23, -0.03)
O (-1.45, 1.82, 0.53)
O (-1.93, -0.58, 1.12)

Which structure loses on stability? ii does.

i.
DFT (ωB97M-V/def2-TZVPD) results for a 2-piece molecular cluster, C4H6N2O2 overall.

As for the frontier orbital gap: 8.901 eV. The lowest unoccupied orbital energy comes out at 0.0212 Ha.

CARTESIAN COORDINATES (ANGSTROEM)
C (-2.16, 1.25, -0.17)
C (1.92, 0.34, -0.37)
C (2.58, -1.45, 1.20)
C (-1.95, 0.69, -1.33)
N (-2.25, 1.60, 1.02)
N (2.59, -0.47, 0.16)
O (1.42, 1.19, -0.97)
O (-2.61, -0.44, -1.83)
H (1.97, -1.14, 2.03)
H (2.17, -2.39, 0.81)
H (3.57, -1.63, 1.43)
H (-1.21, 1.07, -2.12)
H (-3.02, 2.28, 1.27)
H (-3.03, -0.91, -1.12)

ii.
DFT (ωB97M-V/def2-TZVPD) results for one molecule with the formula C4H6N2O2.

As for the frontier orbital gap: 10.474 eV. The lowest unoccupied orbital energy comes out at 0.0341 Ha.

CARTESIAN COORDINATES (ANGSTROEM)
C (1.52, -0.13, -0.09)
C (-0.93, 0.55, 0.40)
C (-2.03, -0.58, 0.11)
C (-0.64, -0.49, -0.48)
H (3.01, -1.15, 0.61)
H (1.70, 1.81, -0.18)
H (-0.63, 0.13, 1.37)
H (-2.90, -0.38, -0.64)
H (-2.26, -1.12, 1.01)
H (-0.85, -0.10, -1.52)
N (2.66, -0.23, 0.33)
N (0.97, 1.17, -0.58)
O (-0.29, 1.66, 0.04)
O (0.68, -1.14, -0.38)

iii.
DFT (ωB97M-V/def2-TZVPD) results for one molecule with the formula C4H6N2O2.

As for the frontier orbital gap (spin up / spin down): 7.803 / 7.804 eV. The lowest unoccupied orbital energy (spin up / spin down) comes out at 0.0113 / 0.0113 Ha.

CARTESIAN COORDINATES (ANGSTROEM)
C (-0.77, 1.71, -0.18)
C (-1.74, 0.68, 0.04)
C (0.73, 0.45, 1.04)
C (2.21, -0.72, -0.33)
N (0.42, 1.40, 0.33)
N (-1.24, -0.44, 0.47)
O (-1.99, -1.60, 0.57)
O (1.70, -0.38, 1.02)
H (-0.94, 2.68, -0.70)
H (-2.86, 0.72, -0.26)
H (1.71, -1.49, -0.87)
H (3.12, -1.29, -0.20)
H (2.45, 0.06, -1.06)
H (-2.80, -1.78, 0.12)

iv.
DFT (ωB97M-V/def2-TZVPD) results for C4H6N2O2 as an isolated structure.

As for the frontier orbital gap: 7.529 eV. The lowest unoccupied orbital energy comes out at -0.0013 Ha.

CARTESIAN COORDINATES (ANGSTROEM)
C (-0.94, -0.09, -0.10)
C (-0.32, 1.19, 0.29)
C (1.09, 0.83, -0.05)
C (-0.13, -1.17, -0.19)
H (-2.78, -0.83, -0.78)
H (-2.85, 0.78, -0.19)
H (-0.91, 1.95, 0.28)
H (1.75, 2.32, 0.44)
H (2.25, -1.80, 1.27)
H (-0.23, -2.19, -0.62)
N (-2.37, -0.17, 0.11)
N (1.11, -0.61, -0.35)
O (2.22, 1.43, -0.30)
O (2.11, -1.64, 0.17)

Which structure loses on stability? iv does.

i.
DFT (ωB97M-V/def2-TZVPD) results for C4H6N2O2 as an isolated structure.

As for the frontier orbital gap (spin up / spin down): 7.346 / 6.972 eV. The lowest unoccupied orbital energy (spin up / spin down) comes out at -0.0223 / -0.0329 Ha.

CARTESIAN COORDINATES (ANGSTROEM)
C (1.28, 0.10, 0.55)
C (-0.71, 1.03, 0.01)
N (1.26, -2.54, -0.47)
N (-1.70, 1.75, -0.64)
C (-0.89, 0.00, 0.93)
C (0.68, 1.15, -0.15)
O (1.19, -1.22, -0.64)
O (0.30, -0.39, 1.43)
H (0.97, -2.86, 0.46)
H (2.11, -2.97, -0.83)
H (-2.54, 1.92, -0.10)
H (-1.38, 2.58, -1.12)
H (-1.76, -0.26, 1.50)
H (1.18, 1.71, -0.92)

ii.
DFT (ωB97M-V/def2-TZVPD) results for one molecule with the formula C4H6N2O2.

As for the frontier orbital gap: 9.685 eV. The lowest unoccupied orbital energy comes out at 0.0293 Ha.

CARTESIAN COORDINATES (ANGSTROEM)
C (-0.42, 0.11, 0.11)
C (1.05, -1.56, -0.13)
C (1.84, -0.47, 0.10)
C (0.91, 0.71, 0.37)
H (-3.32, 0.30, -0.57)
H (-2.30, -0.96, -0.45)
H (1.29, -2.66, -0.23)
H (2.84, -0.35, -0.03)
H (1.11, 1.21, 1.39)
H (0.43, 2.61, -0.22)
N (-2.61, -0.20, 0.10)
N (-1.50, 0.72, 0.11)
O (-0.25, -1.25, -0.12)
O (0.93, 1.80, -0.43)

Which structure loses on stability? i does.